Record 1
C24H32BF6N3O13P | ωB97M-V with the def2-TZVPD basis set

Atoms and positions in Å:
C: -5.41216 -1.81932 4.13582
C: -4.06963 -1.30867 3.32018
B: -4.08582 -1.78126 1.70942
O: -5.18585 -2.69840 1.34829
C: -2.88811 -1.23325 0.72906
C: -1.92300 -0.02505 1.36694
C: -0.63312 0.61883 0.52112
C: 0.24035 1.82030 1.23501
O: 1.08475 1.45591 2.21632
O: 0.14477 3.25667 0.93219
N: -1.16608 3.60272 1.13400
C: -0.36594 -0.02209 -0.96435
O: 0.75167 0.49877 -1.76218
C: 2.06115 0.24573 -1.15458
C: 2.18264 -1.12166 -0.26409
C: 3.77243 -1.18208 0.25371
O: 1.96810 -2.37601 -1.02606
C: -1.40694 -1.20358 -1.52933
P: -1.14709 -2.00188 -3.28795
N: -0.07439 -1.00269 -4.30150
O: -0.31771 -3.55194 -3.13548
N: -2.58948 -1.73078 -0.68803
C: -3.44509 -2.78642 -1.33949
O: -3.12152 -4.07557 -1.03534
C: -4.70158 -2.59204 -2.36005
F: -5.67937 -3.69046 -1.99622
F: -4.23506 -2.96674 -3.73119
C: -5.54299 -1.21201 -2.25686
F: -6.77227 -1.39632 -3.11792
F: -6.09187 -0.93518 -0.88399
C: -4.83737 0.16040 -2.76520
F: -5.94819 1.18675 -2.83596
F: -3.86629 0.76669 -1.77855
C: -4.19073 0.13365 -4.27022
O: -4.82141 -0.49259 -5.30222
O: -2.93341 0.82492 -4.59468
H: -5.70115 -2.94323 3.92311
H: -6.32152 -1.11996 3.87995
H: -5.15165 -1.76632 5.29453
H: -3.98963 -0.14412 3.42344
H: -3.14963 -1.86629 3.81002
H: -6.05759 -2.19560 1.40804
H: -2.09750 0.44624 2.43811
H: -1.22533 4.65588 1.17867
H: -1.64773 3.25360 0.25550
H: 2.86415 0.21183 -2.02781
H: 2.32997 1.21462 -0.51472
H: 1.55083 -1.10149 0.74868
H: 4.26705 -2.22932 0.08679
H: 4.43246 -0.32954 -0.23892
H: 3.82634 -0.97695 1.42765
H: 2.33905 -3.11061 -0.42048
H: 0.29403 -1.67038 -5.04280
H: -0.58005 -0.27213 -4.84821
H: 0.63443 -3.42625 -3.46126
H: -2.31245 0.58399 -3.82968
O: 6.09522 0.16330 -0.88674
C: 6.04934 0.54337 -2.04502
O: 5.21171 1.51988 -2.50218
C: 5.34842 1.62896 -3.91823
C: 6.70205 1.04804 -4.23308
C: 6.85923 -0.01520 -3.17562
H: 4.53530 1.06888 -4.39185
H: 5.27584 2.67909 -4.21589
H: 6.77909 0.66462 -5.25396
H: 7.47488 1.81494 -4.10038
H: 6.42508 -0.96855 -3.48941
H: 7.90506 -0.14196 -2.88651
O: 0.82564 0.51564 6.71544
C: 1.54549 1.45982 6.43522
O: 2.81549 1.62650 6.90800
C: 3.31797 2.88673 6.46629
C: 2.49699 3.23936 5.25361
C: 1.15886 2.62036 5.56928
H: 3.19723 3.61414 7.27590
H: 4.38148 2.79622 6.22677
H: 2.44793 4.31506 5.06490
H: 2.92323 2.75889 4.36452
H: 0.52214 3.29865 6.14402
H: 0.64883 2.28393 4.66369

Output
**Net charge**: +1
**HOMO**: -11.72 eV
**Relative energy (zero: lowest compared OMol25 entry of this formula, charge and spin)**: 19.0664 eV
**Calculated total energy**: -82738.699 eV



Record 2
C24H32BF9N2O3 | ωB97M-V with the def2-TZVPD basis set

Atoms and positions in Å:
C: 1.79097 5.82882 5.52304
C: 1.72260 4.31565 5.25134
B: 0.27499 3.76657 5.08442
O: -0.72880 4.29466 5.87190
C: -0.13394 2.63991 4.03127
O: 0.77728 1.55178 4.04299
C: 0.38535 0.48030 3.24914
C: 1.60777 -0.15279 2.58838
O: 1.59799 0.00270 1.16892
C: 2.67400 0.83337 0.74206
C: 2.33757 2.29303 1.05306
C: 2.69950 3.28801 -0.05719
C: 1.84165 4.54241 -0.03696
F: 1.04851 4.57568 1.04774
F: 2.66186 5.60426 0.07927
C: 1.01650 4.86584 -1.31488
F: 1.89399 4.97723 -2.31845
F: 0.44720 6.05193 -1.14355
C: -0.05655 3.87021 -1.84188
F: -0.58423 4.46440 -2.91139
F: 0.49120 2.72434 -2.25637
C: -1.25929 3.49065 -0.92743
F: -1.65994 4.43169 -0.11522
F: -2.28527 3.18480 -1.72774
F: -0.97344 2.36088 -0.28571
H: 2.13122 6.03385 6.52350
H: 0.84013 6.32344 5.38643
H: 2.49023 6.30969 4.85595
H: 2.11807 3.82881 6.14271
H: 2.39200 4.02675 4.45260
H: -1.32358 4.82398 5.33532
H: -0.20521 3.11702 3.04666
H: -1.13409 2.29175 4.28826
H: -0.26974 0.81536 2.44830
H: -0.16508 -0.26805 3.82018
H: 1.68272 -1.20412 2.84358
H: 2.45937 0.35344 3.01733
H: 3.58145 0.55677 1.26318
H: 2.83236 0.66670 -0.31138
H: 2.89678 2.59960 1.92290
H: 1.29585 2.31558 1.31249
H: 3.71401 3.59448 0.13752
H: 2.73103 2.83226 -1.03097
C: -2.31643 -0.07559 -1.32101
N: -2.14925 -1.48600 -1.75730
C: -2.80337 -1.91196 -2.84963
C: -2.64712 -3.19691 -3.30771
C: -1.79355 -4.07025 -2.63780
C: -1.14478 -3.60574 -1.50034
C: -1.34055 -2.30840 -1.07866
C: -1.55854 -5.45171 -3.13105
C: -0.27371 -5.88244 -3.44537
C: -0.06631 -7.17819 -3.86080
N: -1.09081 -8.03716 -3.96337
C: -2.34448 -7.64364 -3.68705
C: -2.60500 -6.35997 -3.27337
C: -0.85240 -9.44577 -4.36914
H: -3.37444 0.11326 -1.15755
H: -1.92648 0.56510 -2.10711
H: -1.76344 0.08545 -0.40814
H: -3.44275 -1.19686 -3.34732
H: -3.17764 -3.50072 -4.19930
H: -0.48504 -4.24428 -0.92954
H: -0.84923 -1.90947 -0.20809
H: 0.57438 -5.21584 -3.37466
H: 0.91723 -7.54775 -4.10985
H: -3.12436 -8.38399 -3.79536
H: -3.62456 -6.08385 -3.04313
H: -1.45214 -9.65847 -5.24972
H: -1.13901 -10.09114 -3.54310
H: 0.19883 -9.58140 -4.59587

Output
**Net charge**: +2
**HOMO**: -12.70 eV
**Calculated total energy**: -59648.722 eV